1.
The following is a quantum chemistry calculation of 2 unconnected molecules or ions with the total composition C4H10NO, from the Open Molecules 2025 dataset.

Last column: natural (NBO) charge in e.
Cartesian coordinates (Å):
C 0.77814 0.25882 1.97361  -0.671
C 0.04628 0.45889 0.68892  0.118
C -1.21222 0.22732 0.38224  -0.309
C 0.64930 1.24847 -1.55010  0.137
N 0.96591 0.83171 -0.40550  -0.397
H 0.97536 1.24089 2.39390  0.247
H 0.11222 -0.23938 2.66163  0.261
H 1.70269 -0.29586 1.92940  0.236
H -1.68813 0.35515 -0.56400  0.229
H -1.85902 -0.23760 1.11455  0.240
H 1.34157 1.33046 -2.37189  0.236
H -0.37895 1.49911 -1.75657  0.224
H 1.91640 0.69629 -0.08109  0.443
H -1.25532 -2.66677 -0.73745  0.479
H -0.94936 -2.65692 -2.20391  0.485
O -1.14487 -2.05058 -1.47375  -0.959

Computed properties:
**Gap between HOMO and LUMO**: 9.3 eV
**Lowest unoccupied orbital energy**: -5.2 eV
**Max |F|**: 1.678 eV Å⁻¹
**Energy**: -7839.7374 eV
**Net charge**: +1
**Molecular weight**: 88.1 g/mol
**Energy above the lowest of the compared OMol25 structures with the same formula, charge and spin**: 152.4 kJ/mol

=====

2.
The following is a quantum chemistry calculation of a molecular structure, C34H38GeKN2O, from the Open Molecules 2025 dataset.

Last column: Löwdin charge in e.
Cartesian coordinates (Å):
K -0.05342 0.05221 0.94403  0.717
C 4.35024 -0.22691 0.67902  -0.047
C 3.18128 -0.92962 1.31654  -0.278
C 2.64841 -0.48642 2.52345  -0.043
C 1.61115 -1.17373 3.15477  -0.313
C 1.01427 -0.63917 4.43192  -0.030
C 1.10568 -2.32266 2.54987  -0.042
C 1.60302 -2.77659 1.32819  -0.265
C 1.02844 -3.99510 0.65880  -0.025
C 2.63587 -2.06684 0.72370  -0.019
H 5.25416 -0.82935 0.78490  0.093
H 4.54584 0.73516 1.15182  0.073
H 4.19136 -0.07229 -0.38974  0.081
H 3.04077 0.41379 2.98612  0.129
H 1.66336 -0.81767 5.29032  0.092
H 0.05231 -1.10893 4.63841  0.074
H 0.86412 0.44006 4.36160  0.085
H 0.28992 -2.85748 3.02631  0.116
H 1.82254 -4.63959 0.28086  0.090
H 0.40410 -3.70043 -0.18837  0.070
H 0.41362 -4.56990 1.34889  0.073
H 3.04188 -2.42124 -0.21841  0.126
C 2.64884 4.12869 -0.03081  -0.038
C 1.76532 5.19245 0.03114  -0.038
C 0.43584 4.93816 0.32149  -0.004
C 0.02774 3.62720 0.54269  -0.221
N 0.88124 2.59962 0.49603  0.051
C 2.15618 2.85755 0.21085  -0.120
C -1.39978 3.33508 0.87863  -0.226
C -2.42347 4.12748 0.36999  -0.008
C -3.72726 3.88310 0.76565  -0.041
C -3.97155 2.86247 1.66803  -0.043
C -2.89426 2.10699 2.10083  -0.146
N -1.63740 2.31282 1.70959  0.067
H 3.69592 4.27796 -0.25336  0.113
H 2.10611 6.20535 -0.13617  0.118
H -0.27150 5.75112 0.40364  0.115
H 2.81824 1.99954 0.17247  0.091
H -2.20434 4.91728 -0.33468  0.116
H -4.53763 4.48738 0.37989  0.117
H -4.96879 2.64942 2.02628  0.113
H -3.04657 1.30172 2.81078  0.102
Ge -2.58925 -1.38316 -0.89904  0.945
C -2.62248 -2.42139 0.73463  -0.288
C -2.75605 -1.76641 1.95880  -0.136
C -2.74996 -2.47661 3.15285  -0.081
C -2.62062 -3.85729 3.12995  -0.073
C -2.50212 -4.52344 1.91666  -0.074
C -2.50092 -3.81072 0.72611  -0.099
C -3.56153 -1.99274 -2.44129  -0.309
C -3.18401 -3.17199 -3.08680  -0.108
C -3.88343 -3.61341 -4.19961  -0.072
C -4.96372 -2.88020 -4.67332  -0.071
C -5.34251 -1.70633 -4.04013  -0.075
C -4.64253 -1.26132 -2.92640  -0.111
H -2.99797 0.07052 -0.54906  0.028
H -2.89593 -0.69075 1.97721  0.062
H -2.86383 -1.95494 4.09510  0.109
H -2.62520 -4.41680 4.05631  0.112
H -2.41557 -5.60232 1.89846  0.113
H -2.41149 -4.34708 -0.21151  0.105
H -2.33309 -3.74257 -2.72988  0.100
H -3.58770 -4.52748 -4.69761  0.109
H -5.50993 -3.22545 -5.54124  0.109
H -6.18194 -1.13491 -4.41400  0.108
H -4.94052 -0.34023 -2.43864  0.095
C 0.12390 0.53355 -2.44225  -0.048
C -0.35188 -0.90901 -2.55101  -0.512
C 0.75082 -1.84090 -3.01143  -0.034
O -0.82075 -1.37275 -1.27646  -0.384
H 0.47149 0.88492 -3.41455  0.093
H 0.96621 0.61341 -1.74742  0.064
H -0.67982 1.19366 -2.10721  0.079
H -1.17216 -0.95272 -3.27758  0.127
H 1.57055 -1.83560 -2.28906  0.073
H 1.13665 -1.52473 -3.98139  0.090
H 0.37806 -2.86108 -3.10349  0.081

Computed properties:
**Gap between HOMO and LUMO**: 9.2 eV
**Lowest unoccupied orbital energy**: -2.4 eV
**Max |F|**: 0.160 eV Å⁻¹
**Energy**: -113741.2421 eV
**Net charge**: +1
**Molecular weight**: 602.4 g/mol
**Energy above the lowest of the compared OMol25 structures with the same formula, charge and spin**: 20.5 kJ/mol

=====

3.
The following is a quantum chemistry calculation of 2 unconnected molecules or ions with the total composition C5H9N2S, from the Open Molecules 2025 dataset.

Last column: natural (NBO) charge in e.
Cartesian coordinates (Å):
C 0.61266 1.47343 0.60578  -0.015
C 1.36864 0.34503 0.58642  -0.048
C -0.53357 -0.23071 1.54868  0.258
C -0.51755 -0.72901 -2.01893  -0.367
C -1.34058 0.32244 -1.79663  -0.442
N -0.62593 1.06505 1.13081  -0.454
N 0.70623 -0.68535 1.25453  -0.431
S 1.38234 -2.16570 1.74005  0.308
H 0.58290 2.46233 0.19305  0.267
H 2.39882 0.33914 0.49947  0.245
H -1.32573 -0.76901 1.95698  0.248
H 0.44315 -0.58320 -2.46236  0.195
H -0.68371 -1.76124 -1.67593  0.201
H 2.59163 -2.01540 1.08192  0.164
H -1.21453 1.25507 -2.32761  0.214
H -2.34826 0.11629 -1.39043  0.198
H -1.49651 1.56084 1.07422  0.457

Computed properties:
**Gap between HOMO and LUMO**: 9.9 eV
**Lowest unoccupied orbital energy**: -3.6 eV
**Max |F|**: 2.974 eV Å⁻¹
**Energy**: -19137.7267 eV
**Net charge**: +1
**Molecular weight**: 129.2 g/mol
**Energy above the lowest of the compared OMol25 structures with the same formula, charge and spin**: 193.3 kJ/mol

=====

4.
The following is a quantum chemistry calculation of a molecular structure, C19H22ClCr2N2O2, from the Open Molecules 2025 dataset.

Last column: Mulliken spin population.
Cartesian coordinates (Å):
Cr 0.98584 -0.53398 -2.61140  3.505
Cl 2.42478 -2.10552 -3.22674  0.024
C 2.17438 1.10149 -3.02525  -0.239
C -0.40987 -0.84703 -4.10557  -0.197
H 1.88824 1.45393 -4.03166  0.028
H 2.08023 1.93598 -2.31526  0.025
H 3.22594 0.76556 -3.07146  0.010
H -0.24221 -0.07400 -4.87702  0.029
H -1.45469 -0.77742 -3.76109  0.018
H -0.23791 -1.83735 -4.56594  0.010
Cr -0.38911 -0.10534 0.39495  4.123
C -2.15221 -1.04306 0.96444  -0.039
C -0.14625 0.82132 -1.39180  -0.418
H -3.04496 -0.59082 0.49638  0.014
H -2.07588 -2.10031 0.63815  0.022
H -2.27592 -1.01034 2.06327  -0.042
H -1.17538 1.02910 -1.81019  0.058
H 0.30668 1.84110 -1.24238  0.034
O 0.43412 2.93199 1.62115  -0.001
C 0.70912 1.97976 2.32699  0.006
N 1.11853 1.98572 3.66112  0.008
C 1.07658 0.67389 4.25469  -0.032
C 0.92340 -0.19192 3.00123  -0.026
O 0.94900 -1.42121 2.93619  0.024
N 0.66518 0.62660 1.93649  0.023
C 2.36373 0.46446 5.05008  0.009
C 3.33388 -0.45937 4.66428  0.000
C 4.51263 -0.58395 5.41350  0.000
C 4.72421 0.22003 6.53270  0.000
C 3.75614 1.15840 6.90948  0.001
C 2.57073 1.27493 6.17459  0.002
C -0.19864 0.45600 5.06226  -0.009
C -0.20000 -0.32437 6.22320  0.005
C -1.41121 -0.60730 6.86417  -0.001
C -2.61245 -0.12219 6.34542  0.002
C -2.60711 0.65551 5.18122  0.000
C -1.39916 0.94582 4.54208  0.014
H 1.13845 2.86522 4.16948  -0.001
H 3.16322 -1.10038 3.79762  -0.003
H 5.25596 -1.31852 5.10647  0.000
H 5.64202 0.12287 7.11597  0.000
H 3.90359 1.80470 7.77522  0.000
H 1.79882 1.98841 6.48376  -0.001
H 0.74560 -0.71319 6.60948  0.001
H -1.39862 -1.21949 7.76820  0.000
H -3.55671 -0.34988 6.84362  0.000
H -3.53385 1.03761 4.75644  -0.001
H -1.39638 1.54317 3.62574  0.013

Computed properties:
**Gap between HOMO and LUMO (spin up / spin down)**: 4.0 / 4.5 eV
**Lowest unoccupied orbital energy (spin up / spin down)**: 4.1 / 4.1 eV
**Max |F|**: 2.802 eV Å⁻¹
**2S+1**: 8
**Energy**: -96498.9095 eV
**Net charge**: -2
**Molecular weight**: 449.8 g/mol

=====

5.
The following is a quantum chemistry calculation of a molecular structure, C22H23F7GaN2SSe, from the Open Molecules 2025 dataset.

Last column: natural (NBO) charge in e.
Cartesian coordinates (Å):
Ga 0.16071 0.21402 -0.38975  1.153
F 0.07568 0.26450 6.58793  -0.263
C 0.24614 -0.07593 5.32130  0.289
C -0.26495 0.72263 4.31581  0.287
F -0.92569 1.83372 4.61453  -0.268
C -0.07686 0.35219 3.00251  0.318
F -0.56525 1.16105 2.04927  -0.298
C 0.60268 -0.79966 2.64409  -0.282
S 0.85769 -1.35779 0.98363  -0.219
C 1.10659 -1.57915 3.67458  0.320
F 1.77087 -2.70082 3.38931  -0.286
C 0.93760 -1.22765 4.99926  0.321
F 1.43514 -1.99140 5.96270  -0.274
C 5.31105 -0.79031 -2.53096  -0.615
C 5.16230 -2.23393 -3.01367  -0.396
C 3.72286 -2.74806 -2.99144  -0.407
C 3.14833 -2.76347 -1.58228  -0.216
N 1.75410 -3.23702 -1.54516  -0.350
C 0.67808 -2.52081 -1.88512  0.308
Se 0.71002 -0.74642 -2.54187  -0.086
N -0.42470 -3.24378 -1.65534  -0.343
C -1.81337 -2.81298 -1.87575  -0.204
C -2.21572 -2.82986 -3.34198  -0.409
C -3.65174 -2.33810 -3.52647  -0.398
C -4.70318 -3.32977 -3.02549  -0.613
C -0.04982 -4.46974 -1.10890  0.101
C -0.80402 -5.54944 -0.65610  -0.210
C -0.10577 -6.60309 -0.10648  -0.184
C 1.29873 -6.59348 -0.02237  -0.186
C 2.04313 -5.53388 -0.49505  -0.223
C 1.33352 -4.46504 -1.03628  0.174
H 6.32044 -0.42628 -2.72379  0.230
H 5.13656 -0.68967 -1.45749  0.197
H 4.61453 -0.12985 -3.05544  0.205
H 5.79223 -2.89360 -2.40910  0.202
H 5.52766 -2.30543 -4.03884  0.222
H 3.68526 -3.76026 -3.40126  0.217
H 3.10234 -2.11105 -3.62662  0.208
H 3.17148 -1.77351 -1.13305  0.228
H 3.72614 -3.43174 -0.94763  0.223
H -1.93804 -1.81667 -1.45845  0.213
H -2.44010 -3.48790 -1.29940  0.226
H -2.11820 -3.85016 -3.72413  0.211
H -1.53205 -2.19682 -3.90869  0.219
H -3.81235 -2.14556 -4.58762  0.222
H -3.77168 -1.37847 -3.01294  0.202
H -4.53675 -4.32102 -3.45565  0.207
H -5.70533 -3.01014 -3.31069  0.230
H -4.69499 -3.42608 -1.93641  0.196
H -1.88377 -5.57209 -0.73744  0.235
H -0.65158 -7.45850 0.26961  0.237
H 1.80649 -7.43875 0.42379  0.237
H 3.12491 -5.54154 -0.44847  0.235
F -2.16484 1.51443 -0.15810  -0.346
C -0.93908 1.85925 -0.67755  0.163
F -1.09570 1.93901 -2.03559  -0.346
H -0.68706 2.85264 -0.32365  0.181

Computed properties:
**Gap between HOMO and LUMO**: 8.5 eV
**Lowest unoccupied orbital energy**: -3.5 eV
**Max |F|**: 0.549 eV Å⁻¹
**Energy**: -173742.5131 eV
**Net charge**: +1
**Molecular weight**: 629.2 g/mol
**Energy above the lowest of the compared OMol25 structures with the same formula, charge and spin**: 3.9 kJ/mol

=====

6.
The following is a quantum chemistry calculation of a molecular structure, C33H47BBeN4O2P2, from the Open Molecules 2025 dataset.

Last column: Löwdin charge in e.
Cartesian coordinates (Å):
Be 0.61857 0.03937 3.66827  0.139
C -0.81561 1.46931 3.40642  -0.185
C -1.19679 0.56721 2.41288  -0.114
C -0.68941 0.52575 1.00326  -0.210
C 0.57956 -0.33531 0.85225  -0.178
C 1.55718 -0.27060 1.99758  -0.112
C 1.86518 0.91493 2.67762  -0.176
C 1.32914 2.28003 2.28859  -0.179
C 0.07746 2.66595 3.07393  -0.163
C 1.45880 -1.20189 4.66764  -0.078
H -1.56606 1.71087 4.17168  0.104
H -1.99577 -0.14255 2.62872  0.112
H -0.51431 1.51407 0.55231  0.098
H -1.46879 0.05850 0.38357  0.105
H 0.26059 -1.37888 0.71414  0.118
H 1.11448 -0.05452 -0.06494  0.107
H 2.24228 -1.12126 2.04255  0.123
H 2.75745 0.98669 3.30356  0.124
H 1.16651 2.36969 1.21006  0.103
H 2.11636 3.00303 2.53057  0.115
H 0.39510 3.11041 4.02538  0.117
H -0.48324 3.43984 2.52687  0.124
H 1.44078 -1.17147 5.76451  0.004
H 2.51548 -1.03799 4.38603  0.040
H 1.17985 -2.21926 4.35100  0.026
P 1.62674 -1.38231 -4.83167  1.040
P -1.36350 -0.76574 -4.40464  1.016
N 3.07670 -0.40159 -4.65803  -0.283
N 2.34791 -2.64952 -5.81155  -0.274
N -1.60733 0.93498 -4.14269  -0.277
N -3.04364 -1.17138 -4.74902  -0.278
C 0.78259 -0.37732 -6.15466  -0.380
C -0.72544 -0.69310 -6.14940  -0.395
C 3.37824 0.24201 -3.44386  -0.149
C 4.38438 1.15744 -3.68825  -0.106
C 4.72256 1.08417 -5.07721  -0.092
C 3.90438 0.12072 -5.65675  -0.134
C 2.53601 -3.94580 -5.28645  -0.138
C 3.00621 -4.75633 -6.31534  -0.099
C 3.08591 -3.96087 -7.50478  -0.087
C 2.66996 -2.67100 -7.17188  -0.148
C -1.47330 1.50580 -2.86288  -0.127
C -1.62693 2.88261 -2.99581  -0.090
C -1.82873 3.17212 -4.38493  -0.082
C -1.80230 1.96022 -5.07280  -0.153
C -3.99327 -0.49060 -5.52080  -0.128
C -5.04545 -1.36340 -5.77696  -0.093
C -4.72722 -2.61627 -5.15767  -0.108
C -3.50154 -2.48505 -4.53475  -0.158
H 1.20671 -0.55543 -7.15085  0.061
H 0.97242 0.67733 -5.89945  0.087
H -1.28353 0.00678 -6.78447  0.066
H -0.91778 -1.70507 -6.53943  0.088
H 2.82876 -0.02298 -2.54900  0.086
H 4.81917 1.83445 -2.95978  0.092
H 5.45800 1.68361 -5.59148  0.089
H 3.83182 -0.23456 -6.67972  0.094
H 2.28806 -4.14999 -4.25919  0.091
H 3.26609 -5.80069 -6.23154  0.089
H 3.40395 -4.28648 -8.47901  0.088
H 2.54260 -1.79156 -7.78956  0.086
H -1.26015 0.87659 -2.01425  0.077
H -1.60326 3.60097 -2.19502  0.088
H -1.97976 4.13764 -4.82682  0.088
H -1.86822 1.74958 -6.13280  0.093
H -3.83698 0.54157 -5.81294  0.091
H -5.92586 -1.13802 -6.35677  0.088
H -5.32975 -3.51720 -5.19480  0.091
H -2.89186 -3.18093 -3.97328  0.093
C 0.18120 1.53074 8.74263  -0.012
C -0.23171 0.50523 7.72698  -0.503
C 0.13319 -0.86894 8.26529  -0.017
O 0.47876 0.77817 6.50273  0.057
B -0.32969 0.23521 5.46373  -0.429
O -1.61723 -0.05579 5.94156  0.106
C -1.72793 0.54722 7.26329  -0.469
C -2.69119 -0.16271 8.18713  -0.011
C -2.23140 1.96994 7.13254  -0.017
H 1.24397 1.40922 8.94106  0.095
H -0.35350 1.37329 9.67816  0.094
H 0.00620 2.54775 8.39376  0.088
H 1.21272 -0.90263 8.42581  0.098
H -0.34429 -1.02702 9.23552  0.090
H -0.17534 -1.68353 7.60184  0.102
H -2.65830 0.30874 9.17723  0.099
H -3.71706 -0.04672 7.84153  0.090
H -2.48535 -1.22440 8.32560  0.087
H -1.61046 2.58888 6.47534  0.097
H -3.26048 1.94735 6.76199  0.098
H -2.27029 2.45266 8.11474  0.093

Computed properties:
**Gap between HOMO and LUMO (spin up / spin down)**: 6.3 / 6.3 eV
**Lowest unoccupied orbital energy (spin up / spin down)**: 0.2 / 0.2 eV
**Max |F|**: 2.455 eV Å⁻¹
**Energy**: -64692.4890 eV
**Molecular weight**: 613.5 g/mol
**Energy above the lowest of the compared OMol25 structures with the same formula, charge and spin**: 0.0 kJ/mol

=====

- What is the formula in the third record?
  C5H9N2S